Entry 1:
# C3H6S

One molecule with the formula C3H6S (ωB97M-V/def2-TZVPD, the OMol25 dataset).

Results
Energy above the lowest of the compared OMol25 structures with the same formula, charge and spin: 64.88 kcal per mole
SMILES string: SC1CC1
HOMO level: -9.1300 eV
Orbital gap: 9.97 eV

Each line ends with the Mulliken charge.
Geometry (Å):
S1 -2.010 0.139 -0.159  -0.292
C1 -0.269 -0.164 0.461  -0.063
C2 0.867 -0.641 -0.345  -0.355
C3 0.621 0.852 -0.159  -0.891
H1 -2.940 -1.094 -0.017  0.132
H2 -0.219 -0.199 1.525  0.308
H3 1.803 -0.777 0.338  0.183
H4 0.749 -1.158 -1.292  0.278
H5 1.071 1.305 0.455  0.391
H6 0.327 1.736 -0.807  0.310

Entry 2:
# C3H6S

One molecule with the formula C3H6S (ωB97M-V/def2-TZVPD, the OMol25 dataset).

Results
Energy above the lowest of the compared OMol25 structures with the same formula, charge and spin: 23.68 kcal per mole
SMILES string: SC1CC1
HOMO level: -8.7818 eV
Orbital gap: 9.86 eV

Each line ends with the Mulliken charge.
Geometry (Å):
S1 1.382 -0.026 -0.005  -0.254
C1 -0.269 -0.057 0.463  0.223
C2 -1.268 0.838 -0.031  -0.653
C3 -1.310 -0.776 -0.271  -0.565
H1 1.405 0.567 -1.195  0.090
H2 -0.223 -0.280 1.545  0.243
H3 -2.134 1.162 0.538  0.230
H4 -1.077 1.539 -0.890  0.214
H5 -1.900 -1.466 0.347  0.220
H6 -1.096 -1.139 -1.242  0.252

Entry 3:
# C3H6S2

One molecule with the formula C3H6S2 (ωB97M-V/def2-TZVPD, the OMol25 dataset).

Results
Energy above the lowest of the compared OMol25 structures with the same formula, charge and spin: 31.47 kcal per mole
SMILES string: C/C(S)=C\S
HOMO level: -8.1001 eV
Orbital gap: 8.87 eV

Each line ends with the Mulliken charge.
Geometry (Å):
C1 0.778 -0.798 -0.280  -1.154
C2 0.098 0.229 0.442  0.880
S1 0.720 0.498 2.074  -0.282
C3 -0.912 0.993 0.146  -0.574
S2 -1.948 0.919 -1.270  -0.162
H1 0.781 -1.736 0.313  0.358
H2 1.848 -0.555 -0.364  0.322
H3 0.084 -1.018 -1.176  0.224
H4 1.947 -0.127 1.703  0.123
H5 -1.314 1.824 0.822  0.212
H6 -1.570 -0.298 -1.519  0.053

Entry 4:
# C3H6S2

C3H6S2 as an isolated structure (ωB97M-V/def2-TZVPD, the OMol25 dataset).

Results
Energy above the lowest of the compared OMol25 structures with the same formula, charge and spin: 116.42 kcal per mole
HOMO level: -8.7391 eV
Orbital gap: 8.35 eV

Each line ends with the Mulliken charge.
Geometry (Å):
C1 0.008 1.140 -0.225  -0.771
C2 0.246 -0.072 0.379  0.014
C3 -0.810 -0.919 0.730  -0.160
H1 0.518 1.070 -1.471  0.145
H2 0.757 1.907 -0.067  0.330
H3 -1.376 1.551 -0.154  0.207
H4 0.913 0.347 1.232  0.201
H5 1.033 -1.069 -1.673  0.169
H6 -0.768 -1.532 1.836  0.238
S1 1.471 -1.355 -0.222  -0.161
S2 -1.991 -1.066 -0.366  -0.213

Entry 5:
# C3H6S2

A 2-piece molecular cluster, C3H6S2 overall (ωB97M-V/def2-TZVPD, the OMol25 dataset).

Results
Energy above the lowest of the compared OMol25 structures with the same formula, charge and spin: 47.24 kcal per mole
SMILES string: C=CC=S.S
HOMO level: -8.6186 eV
Orbital gap: 8.01 eV

Each line ends with the Mulliken charge.
Geometry (Å):
C1 -1.155 2.135 0.435  -0.803
C2 -1.385 1.189 -0.451  0.143
C3 -0.794 -0.190 -0.357  -0.153
S1 -1.127 -1.463 -1.283  -0.203
H1 -1.371 3.232 0.397  0.223
H2 -0.593 2.049 1.295  0.278
H3 -2.062 1.440 -1.237  0.304
H4 -0.145 -0.253 0.539  0.226
S2 1.591 -3.767 0.430  -0.322
H5 0.521 -4.012 1.405  0.163
H6 1.297 -4.880 -0.240  0.145

Entry 6:
# C3H6S2

One molecule with the formula C3H6S2 (ωB97M-V/def2-TZVPD, the OMol25 dataset).

Results
Energy above the lowest of the compared OMol25 structures with the same formula, charge and spin: 9.71 kcal per mole
SMILES string: CCC(=S)S
HOMO level: -8.6586 eV
Orbital gap: 8.47 eV

Each line ends with the Mulliken charge.
Geometry (Å):
C1 1.387 -0.274 -0.433  -1.052
C2 0.261 -0.235 0.628  -0.584
C3 -0.942 0.533 0.167  0.301
S1 -0.893 2.169 -0.013  -0.220
S2 -2.277 -0.537 -0.082  -0.190
H1 2.074 -1.079 -0.223  0.326
H2 1.032 -0.465 -1.460  0.310
H3 1.941 0.646 -0.434  0.329
H4 -0.117 -1.232 0.901  0.341
H5 0.706 0.147 1.550  0.280
H6 -3.173 0.328 -0.601  0.159

Entry 7:
# C3H6S2

C3H6S2 as an isolated structure (ωB97M-V/def2-TZVPD, the OMol25 dataset).

Results
Spin multiplicity: 3
Energy above the lowest of the compared OMol25 structures with the same formula, charge and spin: 12.99 kcal per mole
HOMO level (alpha / beta): -6.3272 / -9.4282 eV
Expectation value of S²: 2.009
Orbital gap (alpha / beta): 7.10 / 8.92 eV

Each line ends with the Mulliken spin population.
Geometry (Å):
C1 0.491 1.295 0.540  0.914
C2 -0.635 0.752 -0.187  -0.093
C3 -0.038 -0.617 -0.360  0.797
S1 0.160 -1.731 0.993  0.129
S2 0.946 -1.041 -1.638  0.142
H1 1.167 1.903 -0.057  0.007
H2 0.700 1.295 1.568  0.014
H3 -1.687 0.652 0.237  0.046
H4 -0.747 1.035 -1.288  0.017
H5 -0.828 -1.280 1.707  0.001
H6 0.471 -2.264 -1.516  0.027

Entry 8:
# C3H6Si

One molecule with the formula C3H6Si (ωB97M-V/def2-TZVPD, the OMol25 dataset).

Results
Energy above the lowest of the compared OMol25 structures with the same formula, charge and spin: 35.55 kcal per mole
SMILES string: C#CC[SiH3]
HOMO level: -9.1311 eV
Orbital gap: 9.86 eV

Each line ends with the Mulliken charge.
Geometry (Å):
C1 1.603 -1.609 -1.777  0.039
C2 0.919 -0.905 -1.048  -0.380
C3 0.295 -0.200 0.137  -0.904
Si1 -1.329 1.194 0.829  0.506
H1 2.143 -2.086 -2.541  0.426
H2 1.132 0.356 0.576  0.277
H3 0.062 -1.014 0.832  0.284
H4 -1.147 2.507 0.230  -0.085
H5 -2.610 0.580 0.497  -0.083
H6 -1.068 1.177 2.265  -0.081

Entry 9:
# C3H6Si

A 2-piece molecular cluster, C3H6Si overall (ωB97M-V/def2-TZVPD, the OMol25 dataset).

Results
Energy above the lowest of the compared OMol25 structures with the same formula, charge and spin: 71.72 kcal per mole
HOMO level: -8.5030 eV
Orbital gap: 9.39 eV

Each line ends with the Mulliken charge.
Geometry (Å):
C1 -0.207 1.229 0.822  0.026
C2 -0.018 0.114 0.134  -0.083
C3 0.571 1.367 -0.386  -0.658
Si1 -0.230 -1.729 0.007  0.336
H1 -0.651 1.741 1.641  0.367
H2 -0.250 2.178 -1.684  0.053
H3 1.596 1.644 -0.519  0.236
H4 -0.408 -2.112 -1.392  -0.087
H5 -1.392 -2.105 0.813  -0.096
H6 0.989 -2.326 0.563  -0.094

Entry 10:
# C3H6Si

One molecule with the formula C3H6Si (ωB97M-V/def2-TZVPD, the OMol25 dataset).

Results
Energy above the lowest of the compared OMol25 structures with the same formula, charge and spin: 77.00 kcal per mole
HOMO level (alpha / beta): -8.4982 / -7.6192 eV
Orbital gap (alpha / beta): 7.88 / 7.55 eV

Each line ends with the Mulliken charge.
Geometry (Å):
C1 1.088 0.688 -0.222  -0.688
C2 1.127 -0.796 -0.073  -0.440
C3 0.086 -0.093 0.652  -0.056
Si1 -1.676 0.121 -0.110  0.143
H1 1.866 1.380 0.220  0.206
H2 0.658 1.146 -1.084  0.254
H3 1.040 -1.584 -0.657  0.353
H4 0.198 -0.177 1.752  0.395
H5 -1.534 -0.629 -1.258  -0.077
H6 -2.852 -0.055 0.779  -0.090